Record 1
This record from OMol25 describes a structure of composition C31H44BrCl2FN6O9P2S2. The level of theory is ωB97M-V/def2-TZVPD.

Output
- orbital gap (eV) = 7.6953
- DFT total energy (eV) = -198279.3830
- highest occupied orbital energy (eV) = -8.1

Each line ends with the Mulliken charge.
CARTESIAN COORDINATES (ANGSTROEM)
C: 2.68 3.06 -1.19  -1.642
C: 1.27 2.95 -0.63  0.307
F: 0.49 3.72 -1.46  -0.322
C: 0.65 1.53 -0.46  1.529
C: -0.12 1.16 -1.79  -0.547
C: -1.57 1.67 -1.96  -0.624
O: -1.90 2.73 -2.33  -0.418
Br: -3.02 0.36 -1.65  -0.182
C: -0.29 1.65 0.77  -0.588
Cl: -1.36 3.07 0.79  -0.096
O: -1.12 0.52 0.98  -0.332
S: -0.39 -0.91 0.90  1.724
O: -0.73 -1.68 -0.26  -0.699
O: -0.76 -1.58 2.11  -0.791
C: 1.41 -0.63 0.92  -0.406
C: 1.98 -2.06 0.82  -1.370
C: 3.44 -2.38 1.25  -0.934
C: 4.51 -1.28 1.30  -0.708
S: 5.45 -1.17 2.82  1.111
O: 4.66 -1.42 3.99  -0.533
O: 6.52 -2.09 2.66  -0.713
O: 6.12 0.28 2.85  -0.484
P: 1.56 -0.07 2.80  0.407
N: 2.99 0.90 2.95  -0.356
O: 1.79 -1.38 3.72  -0.346
C: 1.77 0.47 -0.11  -0.758
P: 2.45 -0.04 -1.82  0.150
O: 1.80 -1.52 -2.14  -0.480
Cl: 4.50 -0.43 -1.68  -0.279
H: 2.77 2.62 -2.18  0.382
H: 3.45 2.70 -0.51  0.336
H: 2.88 4.13 -1.34  0.492
H: 1.32 3.40 0.37  0.377
H: 0.41 1.61 -2.62  0.643
H: -0.22 0.09 -1.92  0.623
H: 0.36 1.85 1.62  0.487
H: 1.79 -2.57 -0.12  0.500
H: 1.35 -2.65 1.50  0.738
H: 3.81 -3.16 0.59  0.323
H: 3.42 -2.86 2.23  0.520
H: 4.15 -0.30 0.97  0.158
H: 5.27 -1.52 0.57  0.640
H: 5.50 0.87 3.29  0.371
H: 3.34 0.83 3.90  0.367
H: 2.75 1.85 2.72  0.261
H: 1.05 -2.00 3.58  0.380
H: 2.59 1.04 0.34  0.442
H: 0.97 -1.65 -1.64  0.257
N: 1.53 -3.23 -7.09  -0.053
C: 0.91 -4.17 -6.30  -0.641
C: 1.06 -3.78 -5.00  -0.557
C: 1.81 -2.57 -4.99  0.204
C: 2.08 -2.26 -6.30  -1.003
H: 1.58 -3.26 -8.09  0.308
H: 0.41 -5.02 -6.74  0.401
H: 0.69 -4.31 -4.14  0.417
H: 2.10 -2.00 -4.13  0.626
H: 2.61 -1.43 -6.73  0.376
N: 1.47 0.31 6.71  0.093
C: 0.74 0.77 7.77  -0.689
C: 1.48 0.58 8.90  -0.565
C: 2.71 -0.02 8.51  -0.718
C: 2.67 -0.17 7.15  -0.375
H: 1.17 0.32 5.75  0.251
H: -0.24 1.19 7.62  0.663
H: 1.17 0.84 9.90  0.412
H: 3.52 -0.31 9.16  0.414
H: 3.40 -0.58 6.47  0.482
N: -7.86 1.76 -4.01  0.015
C: -6.51 1.64 -4.21  -0.750
C: -5.89 2.53 -3.38  -0.077
C: -6.90 3.21 -2.65  -0.644
C: -8.10 2.71 -3.06  -0.387
H: -8.56 1.23 -4.49  0.178
H: -6.12 0.93 -4.92  0.373
H: -4.82 2.68 -3.31  0.546
H: -6.75 3.98 -1.91  0.375
H: -9.11 2.95 -2.76  0.370
N: -0.85 -1.84 -8.81  0.095
C: -2.02 -2.10 -9.45  -0.501
C: -2.30 -1.04 -10.27  -0.456
C: -1.25 -0.10 -10.11  -0.623
C: -0.37 -0.62 -9.20  -0.200
H: -0.40 -2.44 -8.14  0.237
H: -2.55 -3.02 -9.28  0.359
H: -3.16 -0.95 -10.92  0.387
H: -1.16 0.85 -10.61  0.383
H: 0.55 -0.22 -8.81  0.329
N: -3.03 0.40 8.25  0.036
C: -3.32 0.67 9.56  -0.345
C: -4.64 1.03 9.63  -0.532
C: -5.17 0.97 8.31  -0.429
C: -4.15 0.58 7.48  -0.481
H: -2.13 0.12 7.90  0.258
H: -2.57 0.58 10.32  0.370
H: -5.17 1.30 10.53  0.383
H: -6.18 1.19 8.00  0.384
H: -4.13 0.41 6.42  0.387

***

Record 2
This record from OMol25 describes a structure of composition C31H44BrN3OP2Pt. The level of theory is ωB97M-V/def2-TZVPD.

Output
- total charge = +2
- orbital gap (spin up / spin down) (eV) = 5.8782 / 4.6390
- energy above the lowest of the compared OMol25 structures with the same formula, charge and spin (kcal per mole) = 94.2
- expectation value of S² = 2.012
- DFT total energy (eV) = -131225.9405
- spin multiplicity = 3
- highest occupied orbital energy (spin up / spin down) (eV) = -13.2 / -13.2

Each line ends with the Mulliken spin population.
CARTESIAN COORDINATES (ANGSTROEM)
C: -0.61 6.54 -4.07  0.000
C: -0.77 5.19 -4.44  -0.001
C: -1.11 4.92 -5.78  -0.001
C: -1.35 6.00 -6.64  0.000
N: -1.24 7.27 -6.26  0.000
C: -0.87 7.54 -5.01  0.000
C: -0.64 4.12 -3.47  -0.002
C: -0.70 3.37 -2.51  0.004
C: -1.01 2.70 -1.31  -0.003
C: -0.10 2.83 -0.25  -0.007
C: -0.26 2.03 0.87  0.029
C: -1.30 1.06 0.81  -0.053
C: -2.38 1.16 -0.06  -0.044
C: -2.19 1.94 -1.19  -0.012
Pt: 0.08 -0.51 1.05  0.644
P: 2.00 -1.44 0.73  0.168
H: -1.23 3.91 -6.13  0.000
H: -0.34 6.81 -3.05  0.000
H: -1.64 5.81 -7.68  0.000
H: -0.79 8.59 -4.73  0.000
H: -2.93 1.96 -1.99  -0.002
H: 0.73 3.52 -0.34  0.000
H: -3.31 0.62 0.13  -0.001
H: 0.43 2.12 1.71  -0.001
C: 2.27 -2.99 1.72  0.004
C: 3.13 -4.09 1.10  0.003
H: 1.26 -3.37 1.95  0.004
H: 2.69 -2.69 2.70  0.002
H: 3.16 -4.95 1.77  0.000
H: 2.72 -4.43 0.14  0.001
H: 4.16 -3.77 0.94  0.000
C: 2.19 -1.76 -1.06  -0.014
C: 3.11 -0.84 -1.85  0.021
H: 1.17 -1.61 -1.44  0.041
H: 2.44 -2.82 -1.22  -0.001
H: 2.91 -0.96 -2.92  0.000
H: 2.96 0.21 -1.60  -0.002
H: 4.17 -1.08 -1.71  0.002
C: 3.49 -0.42 1.19  0.001
C: 4.81 -1.18 1.11  0.001
H: 3.31 -0.03 2.21  0.000
H: 3.49 0.46 0.53  -0.001
H: 5.65 -0.49 1.26  0.000
H: 4.87 -1.94 1.90  0.000
H: 4.96 -1.68 0.15  0.000
Br: -2.45 -0.71 2.13  0.094
P: -2.35 -3.22 -1.33  0.598
C: -0.57 -3.59 -1.22  0.100
C: -0.25 -4.98 -1.76  0.037
H: -0.27 -3.44 -0.17  0.018
H: -0.11 -2.82 -1.85  -0.014
H: 0.81 -5.03 -2.05  0.004
H: -0.43 -5.76 -1.02  -0.002
H: -0.85 -5.21 -2.65  -0.005
C: -3.02 -3.23 0.35  0.091
C: -4.45 -3.78 0.31  0.020
H: -3.00 -2.19 0.75  0.038
H: -2.35 -3.83 0.99  -0.004
H: -4.83 -3.91 1.33  0.000
H: -5.12 -3.10 -0.22  0.000
H: -4.46 -4.74 -0.21  -0.001
C: -2.51 -1.59 -2.14  0.065
C: -2.89 -1.74 -3.61  0.030
H: -1.53 -1.09 -2.02  0.050
H: -3.25 -1.01 -1.58  -0.011
H: -3.29 -0.79 -4.00  0.003
H: -2.04 -2.02 -4.23  -0.002
H: -3.66 -2.50 -3.75  -0.006
N: 0.04 3.24 7.20  0.000
C: 0.95 2.27 6.88  0.000
O: 2.01 2.12 7.47  -0.001
C: 0.56 1.47 5.67  -0.008
C: -0.43 1.92 4.80  0.014
C: -0.64 1.24 3.61  -0.009
N: 0.15 0.23 3.18  0.120
C: 1.05 -0.28 4.06  -0.013
C: 1.30 0.34 5.30  0.008
H: 0.17 3.73 8.07  0.000
H: -0.92 3.20 6.88  0.000
H: -1.04 2.81 4.96  0.002
H: -1.45 1.57 2.96  -0.001
H: 1.59 -1.18 3.75  0.002
H: 2.10 -0.05 5.92  0.000

***

Record 3
This record from OMol25 describes a structure of composition C31H44CuN6O2P. The level of theory is ωB97M-V/def2-TZVPD.

Output
- total charge = -2
- orbital gap (eV) = 4.8732
- DFT total energy (eV) = -99826.7751
- highest occupied orbital energy (eV) = 0.1

Each line ends with the Mulliken charge.
CARTESIAN COORDINATES (ANGSTROEM)
Cu: -1.19 1.61 0.47  0.171
O: 0.73 2.41 0.34  -0.629
C: 1.24 3.16 -0.53  0.589
C: 2.65 3.10 -0.83  -0.277
C: 3.27 3.97 -1.69  -0.475
C: 2.53 4.93 -2.40  -0.730
C: 1.17 4.97 -2.22  -0.592
C: 0.50 4.13 -1.31  0.829
C: -0.93 4.22 -1.24  -0.571
N: -1.68 3.71 -0.34  -0.009
C: -3.11 3.78 -0.57  -0.739
C: -3.61 2.37 -0.88  -0.746
N: -3.30 1.58 0.28  0.364
C: -3.91 0.49 0.51  -0.583
C: -3.68 -0.30 1.70  0.882
C: -4.44 -1.44 1.92  -0.410
C: -4.26 -2.26 3.02  -0.672
C: -3.24 -1.93 3.93  -0.512
C: -2.46 -0.81 3.74  -0.392
C: -2.64 0.09 2.64  0.546
O: -1.92 1.13 2.53  -0.913
H: 3.22 2.33 -0.34  -0.037
H: 4.35 3.90 -1.83  0.358
H: 3.03 5.61 -3.09  0.330
H: 0.57 5.68 -2.78  0.292
H: -1.40 4.77 -2.08  0.065
H: -3.60 4.10 0.35  0.259
H: -3.37 4.48 -1.38  0.489
H: -4.69 2.37 -1.13  0.509
H: -3.07 1.99 -1.76  0.158
H: -4.63 0.08 -0.22  0.167
H: -5.21 -1.70 1.19  0.240
H: -4.87 -3.14 3.18  0.348
H: -3.06 -2.57 4.79  0.333
H: -1.66 -0.57 4.44  0.206
N: -1.03 -0.36 -0.13  -0.726
P: 0.36 -0.96 -0.19  -0.370
N: 0.43 -2.72 -0.42  0.200
C: 0.46 -3.59 0.73  -1.093
C: -0.91 -3.76 1.40  0.691
C: -1.89 -4.32 0.37  -1.239
C: -1.95 -3.36 -0.82  -0.014
C: -0.55 -3.17 -1.41  -0.978
N: 1.35 -0.54 -1.56  1.505
C: 0.64 0.24 -2.57  -0.382
C: 1.60 1.04 -3.46  0.238
C: 2.66 0.13 -4.07  -1.101
C: 3.35 -0.66 -2.95  -0.870
C: 2.30 -1.45 -2.16  -1.014
N: 1.40 -0.86 1.15  1.149
C: 0.75 -0.84 2.45  0.612
C: 1.25 0.30 3.34  -0.368
C: 2.77 0.19 3.49  -1.078
C: 3.38 0.25 2.09  -0.568
C: 2.84 -0.89 1.22  -0.507
H: 1.19 -3.20 1.45  0.195
H: 0.83 -4.58 0.40  0.551
H: -1.25 -2.78 1.72  -0.643
H: -0.83 -4.41 2.28  0.459
H: -2.89 -4.44 0.82  0.522
H: -1.56 -5.31 0.04  0.418
H: -2.29 -2.38 -0.48  -0.157
H: -2.63 -3.73 -1.59  0.453
H: -0.60 -2.41 -2.20  0.198
H: -0.20 -4.12 -1.85  0.432
H: -0.06 0.89 -2.05  -0.597
H: 0.06 -0.43 -3.23  0.350
H: 2.08 1.80 -2.85  -0.368
H: 1.02 1.54 -4.24  0.439
H: 3.39 0.72 -4.63  0.449
H: 2.19 -0.58 -4.76  0.381
H: 3.84 0.05 -2.27  0.259
H: 4.11 -1.33 -3.35  0.392
H: 2.76 -2.07 -1.40  0.599
H: 1.79 -2.13 -2.87  0.287
H: 0.91 -1.80 2.99  0.314
H: -0.32 -0.71 2.28  -1.758
H: 0.74 0.25 4.31  0.441
H: 0.99 1.24 2.85  -0.107
H: 3.04 -0.75 3.98  0.376
H: 3.16 1.01 4.11  0.471
H: 4.48 0.19 2.12  0.464
H: 3.08 1.19 1.65  -0.022
H: 3.19 -1.85 1.65  0.271
H: 3.24 -0.80 0.21  -0.005